Record 1
{
  "formula": "C22H13BrCl2F3NReS",
  "method": "ωB97M-V/def2-TZVPD",
  "species": ["Re", "Br", "Cl", "Cl", "S", "F", "F", "F", "N", "C", "C", "C", "C", "C", "C", "C", "C", "C", "C", "C", "C", "C", "C", "C", "C", "C", "C", "C", "C", "C", "C", "H", "H", "H", "H", "H", "H", "H", "H", "H", "H", "H", "H", "H"],
  "coordinates": [[0.1694, 0.0606, -0.4515], [2.6828, 0.1434, -0.6984], [-0.9870, 0.2058, 4.7517], [-2.1460, -0.0978, -0.4791], [-0.0393, 0.3575, 1.7788], [0.0050, -6.7818, -2.3059], [-0.3804, -6.9052, -0.1792], [1.6548, -6.8211, -0.9024], [0.3160, -2.1178, -0.7032], [0.3675, 2.0945, -0.8165], [-4.0534, 0.0236, 1.4514], [-1.7344, 0.1427, 2.1633], [0.7936, -4.2750, 0.1955], [4.0958, 2.6114, -0.7422], [-0.7559, 2.9058, -0.9607], [-2.1551, 0.1587, 3.4980], [2.8593, 2.0520, -0.7528], [1.6504, 2.7397, -0.8519], [0.5716, 4.9010, -1.1327], [-0.0571, -2.7023, -1.8629], [4.1770, 4.0137, -0.8555], [0.7546, -2.9059, 0.3071], [0.3878, -4.8611, -0.9959], [-2.7066, 0.0377, 1.1884], [0.4158, -6.3773, -1.1090], [-0.6527, 4.2929, -1.1422], [-0.0333, -4.0667, -2.0456], [-4.4473, 0.0895, 2.7810], [-3.5069, 0.1325, 3.8002], [3.0371, 4.7535, -0.9914], [1.7603, 4.1421, -0.9883], [4.9919, 2.0102, -0.6582], [1.1350, -4.8766, 1.0272], [3.0980, 5.8277, -1.1131], [-5.5015, 0.1032, 3.0221], [1.0722, -2.4112, 1.2141], [-1.5514, 4.8803, -1.2728], [-3.8163, 0.1479, 4.8367], [-4.7857, -0.0330, 0.6559], [-0.3871, -2.0488, -2.6610], [5.1467, 4.4918, -0.8474], [-1.7492, 2.4799, -0.9322], [-0.3425, -4.4951, -2.9881], [0.6464, 5.9772, -1.2311]],
  "lumo_ha": [-0.3224, -0.3043],
  "fmax_ev_per_a": 3.3,
  "charge": 2,
  "s2": 0.78,
  "homo_ha": [-0.52488, -0.52795],
  "multiplicity": 2
}

***

Record 2
{
  "formula": "C22H13Cl5LiN2O2S",
  "method": "ωB97M-V/def2-TZVPD",
  "species": ["Cl", "Cl", "Cl", "Cl", "Cl", "S", "O", "O", "N", "N", "C", "C", "C", "C", "C", "C", "C", "C", "C", "C", "C", "C", "C", "C", "C", "C", "C", "C", "C", "C", "C", "C", "Li", "H", "H", "H", "H", "H", "H", "H", "H", "H", "H", "H", "H", "H"],
  "coordinates": [[2.9591, 0.2436, 1.5838], [4.8290, 2.1094, 3.2582], [-0.5674, 4.2100, 1.0385], [3.8477, 4.9647, 4.0220], [1.0619, 5.9556, 3.0320], [0.6481, -1.2166, -1.4439], [1.2297, -2.5126, -1.7044], [1.5936, -0.1229, -1.2452], [-0.3822, -1.1146, -0.2554], [-0.4859, -0.1877, 2.2297], [-0.6154, -1.5192, 2.0698], [-0.8720, -3.7885, 2.9364], [-0.1028, -1.3296, -4.1059], [0.9151, 3.5805, 1.6893], [-1.4399, 0.3651, -5.1846], [-1.5910, 1.0001, -3.9542], [-0.6925, -0.8050, -5.2453], [1.6437, 4.4023, 2.5470], [1.2779, 2.2927, 1.3231], [-0.7567, -4.2676, 1.6562], [-0.5332, 0.3158, 3.4349], [-0.5825, -3.4145, 0.5646], [-2.0929, 0.9230, -6.4185], [-0.7012, -0.4675, 4.5889], [-1.0048, 0.4836, -2.8123], [2.4793, 1.8753, 1.8895], [-0.7896, -2.4036, 3.1690], [3.2972, 2.6721, 2.6856], [2.8685, 3.9513, 3.0270], [-0.2610, -0.6814, -2.8945], [-0.8257, -1.8234, 4.4557], [-0.5186, -2.0373, 0.7330], [0.6632, 0.4917, 0.3973], [-1.1083, 0.9733, -1.8533], [-0.4267, 1.3931, 3.5022], [0.4886, -2.2338, -4.1411], [-2.1604, 1.9180, -3.8932], [-0.7146, 0.0055, 5.5611], [-0.5584, -1.3046, -6.1967], [-0.9339, -2.4648, 5.3232], [-2.2515, 1.9955, -6.3223], [-1.4854, 0.7350, -7.3025], [-1.0026, -4.4582, 3.7766], [-0.7996, -5.3358, 1.4841], [-3.0651, 0.4519, -6.5753], [-0.4808, -3.8197, -0.4307]],
  "lumo_ha": 0.0949,
  "fmax_ev_per_a": 1.2,
  "charge": -1,
  "homo_ha": -0.18405,
  "multiplicity": 1
}

***

Record 3
{
  "formula": "C22H14AuCl2N2O4S",
  "method": "ωB97M-V/def2-TZVPD",
  "species": ["Au", "Cl", "Cl", "S", "O", "O", "O", "O", "N", "N", "C", "C", "C", "C", "C", "C", "C", "C", "C", "C", "C", "C", "C", "C", "C", "C", "C", "C", "C", "C", "C", "C", "H", "H", "H", "H", "H", "H", "H", "H", "H", "H", "H", "H", "H", "H"],
  "coordinates": [[0.2741, -0.2407, 0.3186], [4.9086, -1.6033, 0.0999], [6.6832, 3.4541, 0.5685], [-2.6513, 0.9714, 0.6960], [0.5896, 1.8536, 0.4961], [-4.0445, 0.6774, 0.5960], [2.3173, -0.4069, 0.1611], [-2.1084, 1.4569, 1.9278], [0.0799, -2.3242, 0.3161], [-1.7744, -0.4447, 0.3292], [1.0921, -3.1624, 0.2701], [-2.8251, -4.5030, 0.8110], [-2.4442, 1.6657, -1.9401], [3.0030, 1.8783, 0.5235], [-1.7645, 3.8609, -2.6433], [4.5937, 0.0771, 0.2745], [-1.7805, 3.3293, -0.3019], [-2.2039, 2.5792, -2.9526], [3.2288, 0.4912, 0.3153], [5.6290, 0.9716, 0.3441], [4.0851, 2.7801, 0.6234], [0.8803, -4.5382, 0.3876], [-0.3985, -5.0094, 0.5590], [-1.2024, -2.7381, 0.4671], [5.3724, 2.3426, 0.5068], [1.6947, 2.4111, 0.6360], [-1.5560, 4.2384, -1.3234], [-2.2104, -1.7411, 0.5123], [-3.8005, -3.5421, 0.8643], [-2.2144, 2.0541, -0.6289], [-3.5183, -2.1799, 0.7166], [-1.4894, -4.1148, 0.6074], [-1.6396, 3.5845, 0.7395], [-0.5780, -6.0718, 0.6631], [2.0793, -2.7316, 0.1420], [-4.3096, -1.4544, 0.7542], [3.8851, 3.8319, 0.7843], [6.6480, 0.6156, 0.2786], [1.6594, 3.4821, 0.8715], [1.7279, -5.2055, 0.3437], [-3.0656, -5.5507, 0.9291], [-1.5983, 4.5739, -3.4399], [-4.8275, -3.8381, 1.0297], [-2.3787, 2.3037, -3.9836], [-2.8131, 0.6718, -2.1609], [-1.2343, 5.2443, -1.0892]],
  "lumo_ha": [-0.2049, -0.2049],
  "fmax_ev_per_a": 2.0,
  "charge": 1,
  "homo_ha": [-0.41695, -0.41695],
  "multiplicity": 1
}

***

Record 4
{
  "formula": "C22H14BrN4O7RuS",
  "method": "ωB97M-V/def2-TZVPD",
  "species": ["Ru", "Br", "S", "O", "O", "O", "O", "O", "O", "O", "N", "N", "N", "N", "C", "C", "C", "C", "C", "C", "C", "C", "C", "C", "C", "C", "C", "C", "C", "C", "C", "C", "C", "C", "C", "C", "H", "H", "H", "H", "H", "H", "H", "H", "H", "H", "H", "H", "H", "H"],
  "coordinates": [[-0.3517, 0.5050, 0.1955], [2.4949, -6.6915, 4.4978], [-2.4171, 0.4003, 1.3944], [-0.9539, 7.3759, 1.1319], [0.9065, 0.8012, -1.4055], [0.5042, 1.1332, 1.9386], [0.0038, -1.5718, 0.7025], [0.6236, 2.9032, 3.3015], [-2.4663, 7.0934, -0.5249], [2.1998, -1.0782, 0.6133], [-0.6707, 2.5073, 0.0487], [-1.6331, -0.1147, -1.3135], [-2.9915, 0.1788, -1.2432], [-4.7420, 0.6598, 0.1338], [-3.3889, 0.4184, -0.0311], [-0.6378, 4.5460, 1.2734], [3.1270, -4.3000, 3.0777], [0.5241, -3.8352, 2.2273], [1.2398, -1.7403, 1.0039], [-1.2194, 3.1412, -0.9885], [2.7207, -1.4651, -3.5475], [-1.2690, -0.7814, -2.3422], [1.1403, -0.2009, -2.2002], [1.6994, -2.2911, -4.0317], [2.8349, -3.1961, 2.2899], [-1.6020, 6.7199, 0.2958], [-0.3750, 3.1930, 1.1629], [2.4516, -0.4432, -2.6668], [1.5369, -2.9586, 1.8585], [0.7971, -4.9490, 3.0101], [-1.5300, 4.4861, -0.9306], [0.2994, 2.3765, 2.2509], [0.1122, -1.0453, -2.6901], [-1.2460, 5.2154, 0.2178], [0.4084, -2.0592, -3.6056], [2.1004, -5.1629, 3.4211], [-2.0554, -1.1124, -3.0192], [3.6016, -2.4916, 1.9972], [0.0125, -5.6346, 3.3003], [-4.9442, 1.2804, 0.9007], [1.9172, -3.0929, -4.7260], [-2.0121, 4.9864, -1.7593], [4.1351, -4.4873, 3.4220], [-5.1991, 0.9112, -0.7302], [-0.3643, 5.0748, 2.1748], [3.2360, 0.1899, -2.2740], [-1.4120, 2.5368, -1.8646], [-0.4834, -3.6205, 1.8953], [3.7437, -1.6364, -3.8654], [-0.4059, -2.6739, -3.9775]],
  "lumo_ha": [0.1295, 0.1295],
  "fmax_ev_per_a": 0.8,
  "charge": -2,
  "relative_energy_kj_mol": 40.9,
  "s2": 0.75,
  "homo_ha": [-0.10754, -0.10299],
  "multiplicity": 2
}

***

Record 5
{
  "formula": "C22H14Cl3N3O3PdS2",
  "method": "ωB97M-V/def2-TZVPD",
  "species": ["Pd", "Cl", "Cl", "Cl", "S", "S", "O", "O", "O", "N", "N", "N", "C", "C", "C", "C", "C", "C", "C", "C", "C", "C", "C", "C", "C", "C", "C", "C", "C", "C", "C", "C", "C", "C", "H", "H", "H", "H", "H", "H", "H", "H", "H", "H", "H", "H", "H", "H"],
  "coordinates": [[-0.4935, 0.1331, -0.6664], [4.2733, -5.0929, 0.0563], [0.9271, -1.5015, -2.1588], [0.7995, -2.4259, 3.1796], [-3.0296, 0.3249, -0.6428], [-0.6735, 2.4201, -3.1960], [0.1097, 3.5251, -2.7376], [-0.0754, -1.2128, 0.6995], [-0.1315, 1.5457, -4.1913], [-0.6307, 1.4864, 2.0193], [-1.1902, 1.5184, -1.9014], [1.3843, 1.3187, 0.0472], [2.4628, -3.6762, 1.4795], [0.9123, -2.0496, 0.5105], [3.3060, 3.3252, -0.1585], [2.9955, -3.9303, 0.2244], [-4.5860, 2.4821, -2.8937], [-4.1055, 3.9959, -4.7185], [2.5234, -3.2642, -0.8924], [-2.3293, 2.9095, -3.6015], [2.2302, 3.4843, 0.7419], [-5.0156, 3.3546, -3.8850], [-3.2257, 2.2697, -2.7618], [0.1496, 3.6865, 2.5734], [-2.7358, 3.7810, -4.5874], [1.5043, -2.3422, -0.7289], [1.0465, 4.7508, 2.3979], [1.4488, -2.7522, 1.6091], [2.4080, 1.2142, -0.7717], [0.2544, 2.5230, 1.8452], [3.4169, 2.1845, -0.8910], [1.2948, 2.4279, 0.8530], [-2.4963, 1.4197, -1.7956], [2.0841, 4.6554, 1.5195], [-0.6321, 3.7696, 3.3166], [-0.2628, 0.5423, 1.9697], [0.9232, 5.6428, 2.9969], [4.0342, 4.1210, -0.2516], [2.8377, -4.1897, 2.3519], [2.4382, 0.3373, -1.4032], [-4.4663, 4.6717, -5.4808], [-1.2910, 1.6157, 2.7690], [2.8043, 5.4546, 1.4098], [-2.0238, 4.2741, -5.2325], [2.9357, -3.4540, -1.8709], [-6.0726, 3.5419, -4.0118], [4.2286, 2.0275, -1.5849], [-5.2833, 1.9787, -2.2381]],
  "lumo_ha": -0.0317,
  "fmax_ev_per_a": 0.8,
  "homo_ha": -0.29300,
  "multiplicity": 1
}

***

Across the entries above, calculated total energy takes the values -5170.793554, -3812.968715, -2711.219714, -4659.797661, -3541.613441 Ha, respectively.